Record 1
Below is an isolated molecule of C4H5NO2, with properties calculated with ωB97M-V with the def2-TZVPD basis set.

The geometry in XYZ format:
```
12
Properties=species:S:1:pos:R:3:forces:R:3:lowdin_charge:R:1
C -1.218403 -0.452450 -0.435755 1.67 0.43 2.11 -0.10
C -0.767657 0.937356 -0.427824 3.22 -3.64 1.59 -0.02
C -0.699648 -1.144972 0.604927 -2.63 -1.56 -1.62 0.04
C 0.483415 1.077978 0.051382 -1.34 1.55 -2.36 -0.04
N 1.556329 0.160734 -0.070606 -0.26 -2.48 -0.28 -0.45
O 2.214379 -0.045237 0.902352 1.27 0.54 2.22 0.09
O 1.730658 -0.461436 -1.086764 -0.15 0.25 -1.54 0.10
H -1.729017 -0.895790 -1.239550 -0.78 -0.50 -0.73 0.09
H -1.290100 1.781804 -0.524684 -2.36 2.95 -0.63 0.07
H -0.248503 -0.792124 1.480747 0.63 1.07 0.77 0.06
H -0.938457 -2.189856 0.690713 0.09 -0.51 -0.24 0.07
H 0.907009 2.023991 0.055067 0.62 1.90 0.72 0.11
```
Positions in Å, forces in eV/Å.

## Properties
SMILES string: C=C/C=C\[N+](=O)[O-]
Spin multiplicity: 1
E, eV: -9808.58890
Relative energy (zero: lowest compared OMol25 entry of this formula, charge and spin), kcal per mole: 132.0
E_HOMO, eV: -9.813
Kohn-Sham gap, eV: 9.59

---

Record 2
Below is a cluster of 3 separate species, C35H34BrF6N2O4PS in total, with properties calculated with ωB97M-V with the def2-TZVPD basis set.

The geometry in XYZ format:
```
84
Properties=species:S:1:pos:R:3:forces:R:3:lowdin_charge:R:1
C -2.065103 -0.551152 3.579665 1.00 0.32 0.17 -0.12
C -0.682478 -1.008884 2.766533 0.21 -0.46 1.65 -0.27
C -0.972304 -2.215849 1.707892 -1.66 0.72 -0.31 -0.61
Br 0.212513 -3.859444 1.994821 -0.67 1.37 -0.44 0.62
C -0.988052 -1.744065 0.102207 -1.56 0.12 -2.93 -0.02
C 0.422988 -1.217775 -0.645563 -0.94 0.15 -2.32 0.02
C 1.808037 -1.074889 0.282849 0.00 0.07 0.22 -0.10
C 2.303251 0.517609 0.431136 0.35 0.35 -2.61 -0.31
C 1.088435 1.606331 0.327410 -0.29 1.14 -0.67 -0.05
O 3.281980 0.737541 1.497827 -2.29 -0.72 0.28 -0.17
C 2.756244 0.688918 2.848158 0.43 0.79 2.56 -0.19
C 2.281162 2.171771 3.461029 -0.48 2.87 0.46 -0.10
C 3.466499 3.348895 3.376392 -3.71 1.15 1.54 -0.02
C 3.134490 4.871482 3.893910 -3.13 -4.00 -0.23 -0.07
C 1.612911 5.155359 4.461495 0.64 -2.55 -0.80 -0.08
C 0.425320 4.006659 4.585651 4.17 -1.26 -1.94 -0.06
C 0.764775 2.466349 4.059507 3.42 3.48 -0.32 -0.02
C 0.470979 -0.839808 -2.277709 -3.30 -1.61 3.06 0.08
C 1.804034 -0.404643 -3.121348 1.66 -1.93 -1.56 -0.13
F 3.110999 -0.876002 -2.523808 -4.25 1.95 -1.28 -0.01
F 1.913338 -1.074379 -4.478745 -0.92 1.87 4.27 -0.02
C 1.848966 1.226967 -3.491058 0.50 2.23 -2.44 -0.13
F 0.492961 1.872447 -3.322950 5.02 -2.10 -0.13 0.01
F 2.934271 1.954179 -2.790123 -4.19 -2.40 -2.15 0.03
F 2.148787 1.383617 -4.964371 -1.00 -0.35 5.21 0.01
C -0.995765 -0.916499 -3.086225 0.05 0.28 -0.41 -0.06
N -0.949559 -0.489739 -4.528664 -5.41 -1.47 2.02 0.06
C -2.259574 -0.511847 -5.223282 1.79 -1.11 4.35 -0.27
P -2.355168 0.067263 -7.056090 -6.51 0.33 -0.63 0.78
O -3.920838 0.057457 -7.434885 4.90 -0.15 1.34 -0.56
C -3.607366 -0.986764 -4.478938 0.82 -0.35 1.44 -0.02
N -3.737548 -1.457125 -3.070126 5.88 2.60 -4.04 0.07
C -2.395100 -1.381534 -2.393667 -0.13 -0.45 0.94 -0.09
C -2.415455 -1.835778 -0.780756 5.34 0.98 -1.06 -0.10
S -3.971636 -2.403117 0.066893 -5.16 3.37 3.03 0.88
O -5.273643 -2.456298 -0.710221 5.26 -0.49 1.48 -0.32
O -4.197522 -1.428262 1.287954 2.15 -4.39 -4.23 -0.35
F -3.655197 -4.025552 0.639989 -0.02 3.30 -1.19 -0.25
H -1.690977 -0.012671 4.576862 -0.90 -1.08 -2.19 0.08
H -2.678172 0.212765 2.934211 1.00 -1.75 1.36 0.09
H -2.685150 -1.493401 3.916478 1.15 1.98 -0.91 0.09
H 0.023312 -1.463311 3.615337 -1.41 0.89 -1.96 0.11
H -0.126037 -0.075323 2.349320 -1.17 -1.82 0.42 0.07
H -2.026340 -2.653247 2.059952 2.35 1.05 -1.38 0.08
H 1.678278 -1.438976 1.380816 -0.32 0.36 -2.17 0.06
H 2.671054 -1.761536 -0.175788 -2.01 1.75 0.84 0.14
H 2.943756 0.700122 -0.563581 -1.22 -0.32 2.45 0.14
H 0.026810 1.225313 0.625634 2.02 0.56 -0.35 0.08
H 1.296364 2.630471 0.904821 -0.23 -2.52 -1.07 0.11
H 0.991893 1.941647 -0.815520 0.17 -0.87 2.50 0.08
H 1.924283 -0.097666 3.070816 1.39 1.44 -0.80 0.10
H 3.671560 0.382101 3.553807 -1.93 0.61 -1.74 0.15
H 4.536833 3.064588 2.930285 -2.69 0.66 1.10 0.10
H 3.958152 5.706850 3.809578 -2.02 -1.79 0.29 0.08
H 1.386771 6.276564 4.797258 0.41 -2.84 -0.76 0.08
H -0.654645 4.239183 4.988951 2.55 -0.34 -0.88 0.08
H -0.049171 1.623694 4.097929 1.83 1.82 -0.09 0.06
H -1.938959 1.467206 -7.192905 0.55 -1.45 0.41 0.03
H -1.697874 -0.817267 -7.983176 0.44 0.60 0.99 0.02
H -4.612240 -0.959767 -5.123277 2.52 -0.08 1.59 0.13
C -6.334985 -5.290274 -0.101493 -0.07 -0.09 0.06 -0.09
C -5.559405 -6.443088 -0.220915 -0.23 -0.05 0.03 -0.09
C -6.167594 -7.697993 -0.209531 -0.12 0.14 -0.01 -0.10
C -7.553787 -7.799695 -0.088526 0.10 0.15 0.00 -0.10
C -8.329686 -6.646659 0.027116 0.14 0.01 -0.01 -0.10
C -7.720569 -5.392100 0.025079 0.13 -0.23 -0.04 -0.08
H -5.860310 -4.312576 -0.106974 -0.40 -0.56 -0.02 0.04
H -4.479912 -6.363474 -0.322118 -0.15 -0.01 0.03 0.09
H -5.562370 -8.596306 -0.295849 -0.08 0.11 0.00 0.10
H -8.028390 -8.777370 -0.084559 0.06 0.14 0.00 0.10
H -9.410086 -6.726039 0.119769 0.16 0.00 -0.01 0.10
H -8.324839 -4.494273 0.120736 0.09 -0.10 -0.02 0.10
C 8.115990 5.628996 -0.391802 -0.17 -0.07 0.06 -0.10
C 7.414692 5.001644 -1.421062 -0.06 -0.01 0.15 -0.10
C 6.179585 4.407586 -1.163352 0.09 0.10 0.16 -0.09
C 5.640721 4.449596 0.122873 0.14 0.06 -0.05 -0.09
C 6.340354 5.080263 1.151298 0.08 -0.02 -0.19 -0.10
C 7.579792 5.666218 0.895573 -0.09 -0.07 -0.15 -0.10
H 9.080121 6.088888 -0.592290 -0.14 -0.07 0.03 0.10
H 7.831484 4.974954 -2.424784 -0.06 0.00 0.16 0.10
H 5.636507 3.912993 -1.964076 0.06 0.07 0.11 0.10
H 4.675945 3.990970 0.322829 0.11 0.05 -0.01 0.09
H 5.919513 5.114327 2.153237 0.06 -0.01 -0.14 0.08
H 8.127095 6.152635 1.698222 -0.07 -0.06 -0.11 0.10
```
Positions in Å, forces in eV/Å.

## Properties
SMILES string: CC[C@H](Br)c1c(C[C@@H](C)OCc2ccccc2)c(C(F)(F)C(F)(F)F)c2nc([PH2]=O)cnc2c1S(=O)(=O)F.c1ccccc1.c1ccccc1
Spin multiplicity: 1
E, eV: -154459.96817
E_HOMO, eV: -8.772
Kohn-Sham gap, eV: 5.68

---

Record 3
Below is a cluster of 2 separate species, H4O2 in total, with properties calculated with ωB97M-V with the def2-TZVPD basis set.

The geometry in XYZ format:
```
6
Properties=species:S:1:pos:R:3:forces:R:3:lowdin_charge:R:1
H 1.740177 -0.650546 -0.061822 2.31 -1.90 0.08 0.01
H 1.523370 0.863573 -0.148315 0.62 0.75 -0.08 0.05
H -0.776596 -0.333608 -0.226401 -1.15 0.76 -0.03 0.01
H -1.905784 0.066024 0.738331 0.01 0.02 -0.38 0.03
O 1.118373 0.015410 -0.093542 -2.77 1.00 0.01 0.00
O -1.699541 0.039149 -0.208249 0.98 -0.64 0.40 -0.10
```
Positions in Å, forces in eV/Å.

## Properties
SMILES string: O.O
Spin multiplicity: 1
E, eV: -4159.76125
Relative energy (zero: lowest compared OMol25 entry of this formula, charge and spin), kcal per mole: 4.1
E_HOMO, eV: -10.751
Kohn-Sham gap, eV: 11.45

---

Question: What is the formula in the first record?
Answer: C4H5NO2

---

Question: Which of these has the lowest E_HOMO?
Answer: H4O2